Density functional theory data (the ωB97M-V functional and the def2-TZVPD basis) for 6 unconnected molecules or ions with the total composition C20H49BrF4N2O11P2S6 at a distorted geometry.

Atoms and positions in Å:
C  1.01  2.61  5.16
C  2.04  3.62  4.64
Br  3.73  2.73  4.13
C  1.55  4.62  3.58
C  0.72  4.07  2.41
O  -0.64  3.88  2.90
C  -1.60  3.69  1.96
F  -2.32  4.84  1.75
C  -2.60  2.56  2.43
N  -1.76  1.53  3.05
C  -3.58  3.13  3.48
C  -4.72  2.19  3.92
C  -4.25  1.03  4.79
O  -3.52  1.19  5.71
O  -4.72  -0.21  4.47
S  -3.46  1.75  1.05
O  -4.04  0.50  1.41
O  -4.45  2.66  0.58
C  -2.32  1.37  -0.38
F  -2.08  2.46  -1.08
F  -1.20  0.79  -0.03
F  -2.96  0.56  -1.17
P  1.47  2.60  1.49
N  1.32  1.21  2.19
P  0.72  5.47  1.15
O  2.05  5.49  0.49
H  1.22  2.47  6.23
H  -0.02  2.98  5.11
H  1.12  1.62  4.71
H  2.33  4.21  5.51
H  2.45  5.08  3.13
H  1.03  5.44  4.10
H  -1.23  3.40  0.97
H  -2.18  0.61  2.96
H  -1.70  1.71  4.05
H  -4.06  4.06  3.16
H  -3.01  3.38  4.38
H  -5.37  1.86  3.11
H  -5.37  2.79  4.58
H  -4.05  -0.72  3.97
H  2.80  2.97  1.22
H  0.79  2.57  0.24
H  0.79  0.56  1.62
H  -0.25  5.26  0.14
H  0.55  6.72  1.80
C  2.65  5.39  -3.03
S  2.79  3.82  -2.17
O  4.24  3.59  -1.91
C  2.33  2.79  -3.57
H  2.93  6.18  -2.34
H  3.31  5.40  -3.90
H  1.61  5.54  -3.35
H  3.01  2.96  -4.41
H  1.30  3.02  -3.87
H  2.39  1.75  -3.26
C  -3.83  -4.60  5.14
S  -4.24  -3.98  3.50
O  -3.78  -2.58  3.43
C  -6.02  -3.94  3.75
H  -2.74  -4.66  5.21
H  -4.21  -3.91  5.89
H  -4.26  -5.59  5.27
H  -6.26  -3.30  4.60
H  -6.38  -4.95  3.93
H  -6.48  -3.54  2.85
C  3.41  -2.97  0.08
S  2.97  -1.32  0.65
O  1.64  -1.43  1.31
C  2.68  -0.62  -0.99
H  3.59  -3.59  0.96
H  2.60  -3.39  -0.50
H  4.31  -2.92  -0.52
H  1.91  -1.19  -1.51
H  3.61  -0.64  -1.56
H  2.36  0.41  -0.86
C  2.15  -4.92  -4.56
S  2.87  -4.67  -2.94
O  2.79  -3.21  -2.64
C  4.56  -5.04  -3.42
H  1.08  -4.70  -4.50
H  2.62  -4.24  -5.28
H  2.29  -5.95  -4.88
H  4.87  -4.35  -4.21
H  4.62  -6.07  -3.77
H  5.20  -4.90  -2.55
C  0.85  -4.36  -8.93
S  1.08  -5.95  -8.11
O  2.54  -6.11  -7.86
C  0.66  -6.96  -9.54
H  1.10  -3.57  -8.22
H  1.51  -4.29  -9.79
H  -0.19  -4.26  -9.24
H  1.33  -6.72  -10.37
H  -0.37  -6.77  -9.83
H  0.78  -8.00  -9.27

Values from the calculation:
Highest occupied orbital energy in eV: -7.945
Gap between HOMO and LUMO in Eh: 0.3076
LUMO in Ha: 0.0156

---

Density functional theory data (the ωB97M-V functional and the def2-TZVPD basis) for a molecular structure, C20H49GeN4PdSi3.

Atoms and positions in Å:
Pd  1.53  0.50  0.47
C  3.15  -1.63  -0.99
N  3.40  -0.30  -0.39
C  4.03  0.56  -1.41
C  4.23  -0.40  0.83
C  3.51  -1.24  1.87
N  2.11  -0.74  2.10
C  2.13  0.25  3.22
C  1.24  -1.88  2.48
H  4.10  -2.15  -1.15
H  2.67  -1.50  -1.96
H  2.52  -2.25  -0.36
H  4.98  0.12  -1.73
H  4.23  1.55  -0.99
H  3.37  0.66  -2.27
H  4.43  0.61  1.19
H  5.19  -0.86  0.60
H  4.06  -1.23  2.81
H  3.45  -2.28  1.55
H  2.43  -0.25  4.15
H  1.14  0.67  3.35
H  2.84  1.04  3.00
H  1.63  -2.38  3.37
H  1.21  -2.60  1.66
H  0.24  -1.51  2.69
N  1.37  6.39  -1.43
C  1.34  5.10  -1.10
C  0.27  4.25  -1.47
C  0.30  2.94  -1.10
N  1.30  2.36  -0.39
C  2.32  3.18  -0.02
C  2.38  4.51  -0.34
H  0.63  6.81  -1.98
H  2.14  6.98  -1.17
H  -0.56  4.63  -2.04
H  -0.52  2.28  -1.38
H  3.12  2.74  0.56
H  3.23  5.09  -0.01
C  -0.35  -1.46  -3.81
Si  -1.61  -0.25  -3.26
C  -1.38  1.50  -3.74
C  -3.33  -0.79  -2.92
Ge  -0.78  -0.10  0.04
Si  -2.89  -4.06  0.38
C  -4.52  -3.25  0.36
C  -2.21  -4.77  -1.16
C  -2.18  -4.59  1.97
Si  -1.97  1.19  1.90
C  -3.59  1.23  0.98
C  -1.12  2.84  2.09
C  -1.95  0.14  3.43
H  -0.19  -1.29  -4.88
H  -0.67  -2.49  -3.67
H  0.61  -1.30  -3.32
H  -1.79  1.52  -4.76
H  -0.34  1.81  -3.81
H  -1.97  2.21  -3.17
H  -3.87  -0.67  -3.86
H  -3.84  -0.16  -2.19
H  -3.40  -1.84  -2.64
H  -4.67  -2.53  -0.44
H  -4.81  -2.83  1.32
H  -5.21  -4.09  0.15
H  -2.82  -4.55  -2.04
H  -2.21  -5.86  -1.01
H  -1.17  -4.50  -1.34
H  -2.21  -3.83  2.76
H  -1.19  -5.04  1.89
H  -2.87  -5.38  2.30
H  -3.53  1.80  0.05
H  -4.33  1.75  1.60
H  -3.99  0.24  0.77
H  -1.32  3.51  1.25
H  -0.05  2.74  2.22
H  -1.52  3.32  2.99
H  -2.24  -0.90  3.26
H  -2.68  0.55  4.13
H  -0.98  0.16  3.94

Values from the calculation:
Highest occupied orbital energy (spin up / spin down) in eV: -18.761 / -18.742
Gap between HOMO and LUMO (spin up / spin down) in Eh: 0.2105 / 0.2106
Multiplicity: 2
Total charge: +4
LUMO (spin up / spin down) in Ha: -0.4790 / -0.4782

---

Density functional theory data (the ωB97M-V functional and the def2-TZVPD basis) for a molecular structure, C20H50AlO8P2 at a distorted geometry.

Atoms and positions in Å:
C  -0.92  0.60  0.88
C  -0.21  0.67  -0.51
C  0.90  -0.43  -0.52
C  2.18  0.00  0.22
C  3.30  -1.07  0.18
C  3.28  -2.11  1.33
Al  1.71  -3.42  1.35
C  0.28  -2.89  2.73
C  0.59  -1.59  3.52
H  -0.52  1.38  1.54
H  -2.00  0.74  0.71
H  -0.81  -0.38  1.35
H  -0.94  0.35  -1.27
H  0.22  1.66  -0.71
H  1.21  -0.67  -1.56
H  0.43  -1.34  -0.11
H  1.98  0.38  1.23
H  2.56  0.87  -0.35
H  4.26  -0.51  0.27
H  3.31  -1.54  -0.82
H  3.36  -1.66  2.34
H  4.19  -2.73  1.20
H  2.19  -4.94  1.68
H  1.04  -3.45  -0.12
H  -0.67  -2.73  2.19
H  0.18  -3.72  3.45
H  1.33  -1.73  4.33
H  1.00  -0.81  2.86
H  -0.34  -1.16  3.95
O  -4.60  -0.16  3.01
P  -6.08  -0.31  2.83
O  -6.42  -1.47  3.94
C  -6.05  -1.24  5.30
C  -7.02  -0.30  6.00
O  -6.08  -1.17  1.43
C  -4.96  -1.11  0.53
C  -4.04  -2.29  0.74
O  -7.66  0.10  2.57
C  -8.65  -0.90  2.30
C  -9.48  -1.23  3.53
H  -5.03  -0.85  5.35
H  -6.05  -2.21  5.80
H  -7.18  0.61  5.41
H  -6.64  -0.02  6.98
H  -7.99  -0.77  6.13
H  -4.43  -0.16  0.64
H  -5.36  -1.13  -0.49
H  -3.82  -2.46  1.79
H  -3.10  -2.14  0.21
H  -4.50  -3.20  0.36
H  -8.22  -1.81  1.88
H  -9.31  -0.48  1.54
H  -8.94  -1.91  4.19
H  -10.41  -1.73  3.24
H  -9.71  -0.33  4.10
O  3.37  2.57  -3.26
P  4.84  2.34  -3.41
O  5.14  3.11  -4.84
C  4.78  4.48  -4.95
C  5.78  5.39  -4.26
O  4.80  0.76  -3.88
C  3.69  -0.08  -3.54
C  2.72  -0.17  -4.70
O  6.43  2.18  -3.02
C  7.38  1.65  -3.95
C  8.20  2.74  -4.61
H  3.78  4.65  -4.55
H  4.74  4.72  -6.02
H  5.98  5.06  -3.23
H  5.42  6.42  -4.23
H  6.74  5.38  -4.78
H  3.20  0.28  -2.63
H  4.08  -1.07  -3.32
H  2.50  0.81  -5.13
H  1.78  -0.63  -4.39
H  3.14  -0.78  -5.51
H  6.92  1.01  -4.69
H  8.05  1.02  -3.36
H  7.64  3.21  -5.42
H  9.11  2.32  -5.05
H  8.47  3.52  -3.90

Values from the calculation:
Highest occupied orbital energy in eV: -4.248
Gap between HOMO and LUMO in Eh: 0.2042
Total charge: -1
LUMO in Ha: 0.0481

---

Density functional theory data (the ωB97M-V functional and the def2-TZVPD basis) for a molecular structure, C20H50BCuN2O13V at a distorted geometry.

Atoms and positions in Å:
O  -1.74  -1.50  3.53
V  -0.90  -2.21  2.37
Cu  3.08  -1.90  2.36
C  -2.22  -4.12  1.01
O  -2.34  -5.29  1.42
O  -2.69  -3.10  1.56
O  -1.02  -3.95  0.82
C  0.85  -3.76  3.72
O  1.01  -2.59  3.36
O  1.30  -4.72  3.09
O  -0.36  -3.99  3.75
B  0.01  -0.55  1.13
H  0.55  -1.46  0.90
H  0.02  -0.41  2.20
H  0.39  0.27  0.55
H  -1.01  -0.73  0.82
C  -5.18  3.30  -2.07
O  -4.04  2.56  -2.54
C  -3.14  2.28  -1.40
C  -1.79  1.70  -1.88
N  -1.12  2.52  -2.84
C  -0.14  1.66  -3.63
C  1.04  1.09  -2.78
O  1.85  0.13  -3.38
C  2.67  0.65  -4.43
H  -4.95  4.28  -1.65
H  -5.69  2.73  -1.31
H  -5.91  3.50  -2.85
H  -3.56  1.50  -0.76
H  -3.00  3.15  -0.75
H  -2.06  0.71  -2.24
H  -1.18  1.57  -0.98
H  -1.87  2.87  -3.43
H  0.27  2.36  -4.35
H  -0.59  0.85  -4.20
H  0.64  0.56  -1.93
H  1.63  1.90  -2.34
H  3.17  -0.15  -4.98
H  3.40  1.33  -3.99
H  2.12  1.20  -5.19
C  2.50  4.15  3.61
O  3.37  3.24  2.96
C  2.68  2.23  2.32
C  3.70  1.24  1.66
N  3.04  0.11  1.01
C  3.67  -0.32  -0.24
C  2.91  -1.61  -0.76
O  3.01  -2.68  0.15
C  2.42  -3.93  -0.29
H  1.82  4.64  2.92
H  3.03  5.04  3.95
H  2.05  3.74  4.52
H  2.05  2.62  1.52
H  1.99  1.73  3.00
H  4.62  1.02  2.20
H  4.06  1.82  0.81
H  2.03  0.14  1.01
H  4.71  -0.59  -0.11
H  3.61  0.39  -1.06
H  3.24  -1.90  -1.76
H  1.86  -1.36  -0.95
H  2.78  -4.27  -1.27
H  1.34  -3.82  -0.37
H  2.59  -4.75  0.40
C  -2.44  -4.07  -2.83
C  -0.98  -3.96  -2.77
C  -0.44  -2.55  -2.46
O  -0.52  -4.79  -1.80
H  -2.89  -3.82  -1.87
H  -2.78  -5.06  -3.13
H  -2.81  -3.32  -3.52
H  -0.56  -4.28  -3.72
H  -1.05  -1.83  -3.01
H  0.58  -2.35  -2.77
H  -0.58  -2.26  -1.42
H  -0.78  -4.43  -0.94
C  -1.00  1.99  4.06
C  -2.08  2.30  2.94
C  -2.58  3.78  3.02
O  -1.57  2.16  1.62
H  -0.55  1.00  4.08
H  -1.45  2.16  5.04
H  -0.13  2.63  3.93
H  -2.94  1.63  2.97
H  -3.23  4.00  3.87
H  -3.15  4.03  2.13
H  -1.75  4.48  3.10
H  -0.94  1.44  1.55

Values from the calculation:
Highest occupied orbital energy (spin up / spin down) in eV: -0.223 / -0.242
Gap between HOMO and LUMO (spin up / spin down) in Eh: 0.1465 / 0.1472
Multiplicity: 2
Total charge: -2
LUMO (spin up / spin down) in Ha: 0.1383 / 0.1383

---

Density functional theory data (the ωB97M-V functional and the def2-TZVPD basis) for a molecular structure, C20H50BaNO9 at a distorted geometry.

Atoms and positions in Å:
Ba  0.17  2.76  3.32
O  -0.68  -1.13  0.52
C  -0.33  -0.14  1.35
O  0.72  -0.16  2.04
O  -1.04  0.86  1.40
H  -1.36  -0.47  0.43
C  0.43  -2.96  4.21
C  1.80  -3.72  4.17
O  2.75  -2.80  4.52
H  -0.33  -3.61  3.77
H  0.42  -1.97  3.75
H  0.19  -2.77  5.25
H  2.04  -4.21  3.23
H  1.79  -4.61  4.81
H  2.49  -2.27  5.27
C  -5.46  1.76  2.10
C  -4.70  1.17  0.90
O  -3.91  0.10  1.40
H  -6.24  1.13  2.54
H  -5.87  2.74  1.87
H  -4.77  2.01  2.91
H  -4.26  1.99  0.34
H  -5.49  0.67  0.34
H  -3.01  0.42  1.47
C  0.15  -5.78  1.21
C  0.52  -4.56  0.33
O  0.63  -3.40  1.07
H  -0.08  -6.63  0.56
H  -0.52  -5.67  2.06
H  1.02  -6.35  1.53
H  -0.29  -4.47  -0.40
H  1.52  -4.66  -0.09
H  -0.03  -2.77  0.76
C  -2.55  0.79  4.74
C  -2.08  1.46  6.01
O  -1.37  2.62  5.55
H  -3.59  0.49  4.73
H  -2.11  -0.18  4.52
H  -2.47  1.53  3.94
H  -1.56  0.73  6.63
H  -3.04  1.67  6.48
H  -1.18  3.19  6.30
C  3.01  -2.67  -1.01
C  3.19  -1.59  0.01
O  3.12  -2.16  1.30
H  3.49  -2.51  -1.98
H  1.94  -2.67  -1.18
H  3.30  -3.65  -0.63
H  2.46  -0.79  -0.10
H  4.08  -1.00  -0.21
H  2.36  -2.73  1.35
C  0.27  4.30  -5.55
C  0.15  3.00  -4.75
C  0.50  1.75  -5.69
C  1.06  0.40  -4.99
C  2.00  0.75  -3.86
C  1.50  1.85  -2.82
N  1.06  3.10  -3.59
O  0.95  4.31  -2.82
C  0.37  1.32  -1.77
C  2.76  2.17  -2.00
C  -1.34  2.78  -4.40
H  -0.36  4.28  -6.44
H  1.29  4.49  -5.88
H  0.27  5.24  -5.00
H  -0.28  1.47  -6.40
H  1.24  2.05  -6.43
H  1.49  -0.18  -5.80
H  0.33  -0.18  -4.42
H  2.82  1.12  -4.47
H  2.42  -0.08  -3.28
H  0.51  0.29  -1.44
H  0.44  1.79  -0.79
H  -0.61  1.56  -2.17
H  2.50  2.90  -1.24
H  2.98  1.29  -1.40
H  3.69  2.39  -2.53
H  -2.09  3.44  -4.83
H  -1.38  2.96  -3.33
H  -1.73  1.76  -4.46
H  1.84  4.66  -2.85

Values from the calculation:
Highest occupied orbital energy in eV: -9.989
Gap between HOMO and LUMO in Eh: 0.1854
Total charge: +1
LUMO in Ha: -0.1817